# C26H28I2N10O7SV

C26H28I2N10O7SV as an isolated structure (ωB97M-V/def2-TZVPD, OMol25).

## Properties
- Kohn-Sham gap (spin up / spin down): 0.2635 / 0.2846 Ha
- Energy relative to the best compared isomer or geometry (same formula, charge and spin): 17.4 kcal per mole
- 2S+1: 3
- Expectation value of S²: 2.01
- Net charge: +1

Each line ends with the Mulliken charge.
Cartesian coordinates (Å):
V1 -0.05333 0.75241 -0.14436  0.825
I1 -6.41128 2.21934 3.83739  0.104
C1 -4.53026 1.85671 3.03053  -0.529
C2 -3.40645 1.92291 3.84048  -0.170
C3 -2.15655 1.69573 3.28803  -0.500
I2 -0.47159 1.74231 4.50159  0.057
C4 -2.01335 1.39015 1.93403  0.476
O1 -0.77574 1.24004 1.45104  -0.217
C5 -3.15362 1.29517 1.12637  1.037
C6 -3.08981 0.86539 -0.31790  -1.400
N1 -1.89044 1.33402 -1.04457  0.178
C7 -1.92551 2.77636 -1.35985  -0.771
C8 -0.59198 3.45663 -1.17573  0.526
C9 -0.40201 4.77791 -1.56173  -1.040
C10 0.79826 5.39386 -1.26667  -0.332
C11 1.78486 4.68118 -0.59232  -0.990
C12 1.53910 3.36448 -0.27734  -0.480
N2 0.37969 2.76553 -0.57905  0.945
C13 -4.40142 1.54628 1.68469  -1.014
H1 -3.49913 2.15359 4.89241  0.397
H2 -3.99026 1.20952 -0.83449  0.507
H3 -3.07994 -0.22363 -0.38650  0.572
H4 -1.88123 0.84122 -1.94651  -0.212
H5 -2.63970 3.26579 -0.69258  0.467
H6 -2.27941 2.92253 -2.38329  0.439
H7 -1.19501 5.31038 -2.06918  0.531
H8 0.96518 6.42497 -1.54815  0.424
H9 2.72526 5.13779 -0.32063  0.471
H10 2.26270 2.74451 0.23686  0.622
H11 -5.28315 1.48926 1.05873  0.474
N3 2.27346 0.90811 -2.05469  -0.210
N4 2.30531 0.74398 -3.45176  -0.426
C14 1.20085 0.41998 -4.14699  0.575
N5 1.39819 0.11318 -5.43411  -0.364
N6 0.03589 0.50463 -3.49076  -0.219
N7 -1.08639 0.07745 -4.13527  1.077
O2 -1.06086 -0.63571 -5.12917  -0.816
O3 -2.14432 0.41753 -3.61990  -0.728
H12 3.12651 1.38198 -1.78577  0.325
H13 2.28583 -0.02988 -1.62860  -0.040
H14 3.19540 0.54784 -3.88043  0.239
H15 2.32775 0.10121 -5.81409  0.165
H16 0.62672 -0.26685 -5.95478  0.206
C15 -3.08460 -3.84316 -2.79093  -1.071
C16 -1.57450 -3.80163 -2.56027  -0.496
C17 -1.22136 -2.99825 -1.35100  0.212
N8 -0.94749 -1.74592 -1.38593  -0.510
N9 -0.71679 -1.22435 -0.13786  1.013
C18 -0.81207 -2.09491 0.83692  -0.106
N10 -0.63422 -1.77525 2.13096  -0.138
S1 -1.21702 -3.66839 0.26217  -0.183
H17 -3.31930 -4.47043 -3.64931  0.388
H18 -3.46650 -2.84086 -2.98507  0.275
H19 -3.60895 -4.24940 -1.92467  0.336
H20 -1.07092 -3.33324 -3.40696  0.176
H21 -1.17008 -4.81021 -2.45800  0.400
H22 -0.21979 -0.87406 2.33891  -0.141
H23 -0.48258 -2.50651 2.80349  0.278
O4 2.22464 -1.43485 -0.60348  -0.904
C19 2.21319 -0.94731 0.53189  0.433
O5 1.61735 0.17067 0.81620  -0.415
C20 2.86000 -1.63774 1.68368  0.304
C21 3.57102 -2.80843 1.46170  -0.490
C22 4.17345 -3.50427 2.51206  -1.123
C23 4.02221 -2.97246 3.76921  1.038
O6 4.50243 -3.45453 4.94581  -0.488
C24 4.11170 -2.52016 5.95606  -0.253
O7 3.32077 -1.50797 5.33086  -0.512
C25 3.31125 -1.80081 3.99611  0.879
C26 2.71926 -1.10465 2.97893  -1.063
H24 3.64685 -3.17988 0.44912  0.545
H25 4.73337 -4.41396 2.34968  0.448
H26 5.00422 -2.06714 6.39011  0.261
H27 3.51285 -3.03481 6.70709  0.258
H28 2.18339 -0.18093 3.14755  0.468

Cartesian forces, eV/Å:
0.176 0.054 0.424
-0.056 0.012 0.024
0.069 -0.031 -0.110
0.020 0.001 0.012
-0.256 -0.043 0.057
0.089 -0.005 0.014
-0.074 0.071 -0.154
0.149 -0.231 0.068
-0.091 0.039 0.031
0.076 0.004 -0.025
0.293 0.121 -0.022
-0.031 -0.051 0.053
-0.049 0.046 -0.039
0.006 -0.004 0.049
0.002 -0.005 -0.004
-0.004 -0.028 0.000
0.024 0.026 -0.021
-0.006 0.080 -0.038
0.006 0.027 0.101
-0.003 0.003 -0.001
-0.004 -0.010 0.005
-0.018 -0.002 0.014
-0.074 0.066 0.011
0.004 0.012 -0.002
-0.011 0.011 0.007
-0.005 0.001 0.003
-0.004 0.003 0.001
0.002 0.005 -0.004
0.011 0.023 0.006
-0.006 -0.001 -0.007
-0.256 -0.356 -0.096
-0.014 0.158 -0.029
0.002 0.077 0.101
-0.110 0.024 0.065
-0.025 -0.028 -0.087
0.220 -0.035 -0.013
0.136 -0.015 -0.059
-0.097 0.010 -0.015
-0.100 0.205 -0.015
0.184 -0.023 0.064
0.010 -0.126 -0.001
-0.027 -0.008 -0.039
-0.041 -0.056 -0.056
-0.050 -0.004 -0.006
0.077 -0.013 0.032
0.005 -0.004 -0.171
-0.145 -0.108 0.093
0.045 0.110 -0.286
0.091 0.040 0.210
0.019 -0.075 -0.060
-0.010 0.012 0.016
0.005 0.009 -0.008
0.000 0.001 0.005
0.008 -0.009 -0.003
-0.027 -0.003 -0.005
-0.016 0.001 0.007
-0.030 0.020 -0.015
-0.010 -0.007 0.016
0.049 -0.110 0.037
0.007 -0.075 0.233
-0.143 0.181 -0.341
0.004 0.022 -0.028
-0.041 -0.023 -0.005
-0.003 0.010 0.019
0.017 -0.006 0.019
-0.030 0.005 -0.056
0.008 0.009 0.007
-0.017 -0.012 -0.050
0.000 0.002 -0.005
0.068 0.000 0.012
0.005 0.010 -0.001
0.000 -0.003 0.005
-0.008 -0.009 0.022
0.022 0.009 0.024
-0.015 0.000 0.010